## 1
Here is 2 unconnected molecules or ions with the total composition CH5N2O2 from OMol25. Energies are from ωB97M-V/def2-TZVPD.

Computed properties:
Kohn-Sham gap (eV): 9.8

```
! RIJCOSX wB97M-V def2-TZVPD def2/J DEFGRID3
* xyz 1 1
C -0.9885 0.3297 0.0561
N -0.4773 1.5259 0.0715
N 1.1500 -0.8970 -0.0960
O -1.8617 -0.3876 0.7697
O -1.5235 -0.6511 -0.6701
H 0.2289 1.8040 -0.6568
H -0.3854 1.8099 0.9943
H 1.9174 -1.0002 0.5520
H 1.4925 -0.8771 -0.9968
H 0.4475 -1.6565 -0.0238
*
```

## 2
Here is 2 unconnected molecules or ions with the total composition CH5N2O2 from OMol25. Energies are from ωB97M-V/def2-TZVPD.

Computed properties:
Kohn-Sham gap (eV): 10.9

```
! RIJCOSX wB97M-V def2-TZVPD def2/J DEFGRID3
* xyz 1 1
C -1.1856 -0.1624 0.1630
N -1.3262 -1.3259 0.2234
N -1.2534 1.0752 -0.0708
O 2.1354 -0.3275 -0.1139
O 1.0729 0.5558 0.3060
H -1.2793 -2.0853 0.8721
H 1.6661 -1.0918 -0.5215
H -2.1018 1.6132 0.0736
H -0.3467 1.5684 -0.1242
H 2.6185 0.1802 -0.8077
*
```

Q: What are the energies relative to the best structure? A: 1 0.0000; 2 0.0155, in hartree.

## 1
Here is C3H6ClNOS in the gas phase from OMol25. Energies are from ωB97M-V/def2-TZVPD.

Computed properties:
Kohn-Sham gap (spin up / spin down) (eV): 5.4 / 7.3
⟨S²⟩: 2.005

```
! RIJCOSX wB97M-V def2-TZVPD def2/J DEFGRID3
* xyz 0 3
C -0.1340 -0.7659 1.6258
C -0.4514 -0.2142 -1.6427
C 0.7165 -0.1873 -0.6984
N 0.3536 0.2745 0.7221
O -0.2466 -1.8979 1.2809
S 0.6307 1.8411 1.1820
Cl -0.5538 -0.1885 3.2543
H -0.9932 0.8346 -1.5405
H -0.0216 -0.3947 -2.5649
H -1.2057 -0.8504 -1.2379
H 1.1020 -1.1169 -0.7318
H 1.4345 0.4699 -0.9225
H -0.6312 2.1957 1.2735
*
```

## 2
Here is 2 unconnected molecules or ions with the total composition C3H6ClNOS from OMol25. Energies are from ωB97M-V/def2-TZVPD.

Computed properties:
Kohn-Sham gap (spin up / spin down) (eV): 8.3 / 7.6
⟨S²⟩: 2.017

```
! RIJCOSX wB97M-V def2-TZVPD def2/J DEFGRID3
* xyz 0 3
C 0.7545 0.7632 -1.5873
C -0.6294 0.9541 -0.9055
C 0.4949 0.8702 -0.0499
N -0.9409 -2.1398 0.8989
O 1.4675 -1.7657 1.3526
S 0.1632 -1.1969 1.3780
Cl -0.2003 -0.3565 3.3716
H 1.2073 -0.1266 -1.9686
H 1.2188 1.6176 -2.0414
H -1.3241 1.8404 -1.0733
H -1.1614 0.0364 -1.0671
H 0.8715 1.4220 0.7208
H -1.9216 -1.9184 0.9712
*
```

Q: What are the energies relative to the best structure? A: 1 0.0000; 2 0.0270, in hartree.

## 1
Here is 2 unconnected molecules or ions with the total composition C4H12O2 from OMol25. Energies are from ωB97M-V/def2-TZVPD.

Computed properties:
Kohn-Sham gap (eV): 10.5

```
! RIJCOSX wB97M-V def2-TZVPD def2/J DEFGRID3
* xyz 0 1
C 0.0000 0.0000 0.0000
C 0.9354 -1.0781 0.4850
O 1.4148 -1.7289 -0.6936
C 2.5018 -2.5191 -0.4534
C 3.0450 -2.7579 -1.8264
H -0.3462 0.6472 0.8233
H -0.8819 -0.4266 -0.5068
H 0.5566 0.6188 -0.7238
H 1.7535 -0.5064 0.9640
H 0.4470 -1.6879 1.2692
H 3.0978 -2.0705 0.3645
H 2.0527 -3.4548 -0.0685
H 3.8232 -3.5387 -1.7878
H 3.5031 -1.8223 -2.1889
H 2.2682 -3.0706 -2.5443
O 2.2822 1.7852 1.4856
H 2.3854 1.8809 2.4595
H 2.6475 0.8941 1.2838
*
```

## 2
Here is 2 unconnected molecules or ions with the total composition C4H12O2 from OMol25. Energies are from ωB97M-V/def2-TZVPD.

Computed properties:
Kohn-Sham gap (eV): 10.6

```
! RIJCOSX wB97M-V def2-TZVPD def2/J DEFGRID3
* xyz 0 1
C -0.2231 1.7854 -0.0266
C 0.0135 0.6147 0.9177
C 0.7547 -0.5213 0.2290
C 0.5397 -1.8507 0.9684
O 2.2080 -0.3512 0.1030
H -0.2240 1.4866 -1.0707
H 0.4793 2.6194 0.0617
H -1.1829 2.3115 0.0540
H 0.4682 0.9669 1.8544
H -0.8990 0.2021 1.3376
H 0.6120 -0.6441 -0.8441
H 0.9985 -2.6357 0.3665
H 0.8872 -1.9107 1.9988
H -0.5271 -2.0813 1.0147
H 2.5961 -0.0446 0.9255
O -1.8138 0.1629 -2.5660
H -2.6073 0.6520 -2.8545
H -2.0801 -0.7618 -2.4695
*
```

## 3
Here is 3 unconnected molecules or ions with the total composition C4H12O2 from OMol25. Energies are from ωB97M-V/def2-TZVPD.

Computed properties:
Kohn-Sham gap (eV): 10.0

```
! RIJCOSX wB97M-V def2-TZVPD def2/J DEFGRID3
* xyz 0 1
C 1.6015 0.8955 0.6168
C 1.2958 -0.2474 -0.2815
C 0.0767 -0.7735 -0.3508
C -0.1944 -2.1025 -1.0354
H 2.3569 0.5377 1.3315
H 2.0415 1.7786 0.1720
H 0.7367 1.2302 1.1701
H 2.1798 -0.6336 -0.7831
H -0.7616 -0.2318 0.0840
H 0.6614 -2.3975 -1.6122
H -0.5117 -2.7934 -0.2485
H -1.0727 -2.0610 -1.6896
O -1.3342 1.7715 -1.7179
H -0.8885 0.9146 -1.7382
H -0.9975 2.2450 -2.4954
O -1.3858 0.6671 3.0292
H -1.8502 1.3204 2.4972
H -1.9535 -0.1198 3.0518
*
```

## 4
Here is 3 unconnected molecules or ions with the total composition C4H12O2 from OMol25. Energies are from ωB97M-V/def2-TZVPD.

Computed properties:
Kohn-Sham gap (eV): 9.4

```
! RIJCOSX wB97M-V def2-TZVPD def2/J DEFGRID3
* xyz 0 1
C 1.0820 1.3011 -0.8259
C -0.0584 0.4452 -0.2392
C 0.1919 -0.8399 -0.0116
C -0.8203 -1.7873 0.5988
H 1.3518 0.8086 -1.7665
H 0.8171 2.3112 -1.1052
H 1.9416 1.0936 -0.1895
H -1.0372 0.9030 -0.2393
H 1.2052 -1.2266 -0.0632
H -1.8233 -1.5318 0.2885
H -0.7365 -1.7971 1.6834
H -0.6384 -2.8001 0.2291
O -2.7843 -0.2378 -1.5945
H -3.7446 -0.2525 -1.5839
H -2.4556 -0.8888 -2.2218
O 2.5323 1.0467 1.9141
H 2.8686 0.8437 2.7986
H 1.7048 1.5055 2.0992
*
```

Q: What are the energies relative to the best structure? A: 1 0.0163; 2 0.0000; 3 0.0064; 4 0.0184, in hartree.